No. 1
Entry from the OMol25 dataset: C28H25IrNO7P as an isolated structure in a non-equilibrium geometry (ωB97M-V/def2-TZVPD).

The geometry in XYZ format:
```
63
Properties=species:S:1:pos:R:3:mulliken_spin:R:1
Ir -0.62 -1.93 -1.24 0.790
O 1.72 -5.06 -2.33 0.011
C 1.03 -4.11 -2.11 0.009
O 0.56 -3.80 -0.91 -0.006
C 0.63 -3.16 -3.30 0.104
C 0.98 -3.28 -4.65 -0.059
C 0.50 -2.33 -5.54 0.095
C -0.32 -1.25 -5.18 -0.057
C -0.70 -1.08 -3.85 0.094
N -0.16 -2.08 -3.03 -0.053
C -1.61 0.00 -3.26 -0.001
O -2.09 0.93 -3.99 0.011
O -1.83 -0.12 -1.97 -0.011
H 1.60 -4.09 -4.99 -0.001
H 0.78 -2.43 -6.58 0.007
H -0.66 -0.55 -5.93 -0.001
O -1.14 -1.72 0.70 0.035
C 2.47 -2.87 1.77 0.001
C 0.97 -2.57 1.69 -0.014
C 0.32 -2.92 3.02 0.002
O 0.37 -3.40 0.70 0.006
H 2.94 -2.26 2.55 0.000
H 2.97 -2.63 0.83 0.001
H 2.66 -3.92 2.01 0.000
H 0.87 -1.50 1.55 0.020
H 0.47 -3.97 3.28 0.000
H -0.75 -2.72 2.99 -0.001
H 0.78 -2.30 3.80 0.000
O -1.73 0.04 -0.26 0.000
P -0.95 1.10 0.45 0.010
C -1.08 2.70 -0.38 -0.001
C -1.96 2.90 -1.43 0.000
C -2.04 4.14 -2.05 0.000
C -1.24 5.19 -1.62 0.000
C -0.36 5.00 -0.56 0.000
C -0.28 3.76 0.06 0.000
C 0.84 0.68 0.48 -0.004
C 1.58 1.08 1.58 -0.001
C 2.95 0.84 1.66 0.000
C 3.60 0.21 0.62 0.000
C 2.88 -0.20 -0.50 0.003
C 1.52 0.01 -0.60 0.027
C -1.61 1.32 2.12 -0.005
C -2.21 2.50 2.54 0.000
C -2.71 2.62 3.83 0.000
C -2.61 1.56 4.71 0.000
C -2.02 0.37 4.30 0.000
C -1.53 0.24 3.01 0.009
H -2.58 2.09 -1.79 -0.001
H -2.72 4.28 -2.88 0.000
H -1.30 6.15 -2.11 0.000
H 0.27 5.81 -0.22 0.000
H 0.42 3.62 0.88 0.000
H 1.09 1.59 2.40 0.000
H 3.50 1.16 2.54 0.000
H 4.66 0.02 0.68 0.000
H 3.39 -0.70 -1.31 0.001
H 1.01 -0.35 -1.53 -0.010
H -2.32 3.34 1.85 0.000
H -3.18 3.55 4.14 0.000
H -3.00 1.65 5.72 0.000
H -1.96 -0.47 4.98 0.000
H -1.09 -0.68 2.65 -0.009
```

Results
Multiplicity: 2
Kohn-Sham gap (alpha / beta) in eV: 5.65 / 5.36
HOMO level (alpha / beta) in eV: -3.6 / -3.6
LUMO energy (alpha / beta) in eV: 2.0 / 1.7
Energy above the lowest of the compared OMol25 structures with the same formula, charge and spin in kJ/mol: 1272.82
Charge: -1

No. 2
Entry from the OMol25 dataset: the molecule C5H6OS in a non-equilibrium geometry (ωB97M-V/def2-TZVPD).

The geometry in XYZ format:
```
13
Properties=species:S:1:pos:R:3:nbo_charge:R:1
S 0.93 -3.01 -1.01 0.039
C 0.52 -2.05 0.29 -0.270
C 0.00 -0.62 0.09 -0.098
C 0.26 0.12 -1.05 -0.147
C 0.01 1.58 -0.70 -0.111
O -0.68 1.58 0.60 -0.519
C -0.60 0.39 1.13 -0.077
H 0.19 -2.60 1.16 0.209
H 0.52 -0.16 -2.00 0.229
H -0.49 2.31 -1.31 0.209
H 1.05 2.12 -0.41 0.177
H -0.05 0.29 2.12 0.177
H -1.67 0.06 1.11 0.182
```

Results
Multiplicity: 1
Kohn-Sham gap in eV: 7.72
SMILES: S=CC1=CCOC1
HOMO level in eV: -8.9
LUMO energy in eV: -1.2
Energy above the lowest of the compared OMol25 structures with the same formula, charge and spin in kJ/mol: 284.96
Charge: 0

No. 3
Entry from the OMol25 dataset: C30H42F5N3OS2Si2TeTi as an isolated structure in a non-equilibrium geometry (ωB97M-V/def2-TZVPD).

The geometry in XYZ format:
```
87
Properties=species:S:1:pos:R:3:mulliken_spin:R:1
Ti 0.05 0.46 1.07 0.857
S 1.84 1.86 -1.27 0.063
C 0.86 3.31 -1.25 0.103
N 1.51 4.50 -1.42 0.198
C 0.75 5.74 -1.40 -0.015
C -0.70 5.52 -1.76 0.026
N -1.22 4.44 -0.94 0.093
C -2.64 4.52 -0.61 -0.017
C -2.92 5.66 0.37 -0.010
C -4.09 6.40 0.25 0.002
C -4.39 7.39 1.17 0.000
C -3.52 7.67 2.22 0.000
C -2.34 6.95 2.34 -0.001
C -2.05 5.96 1.42 0.003
C -0.54 3.22 -1.16 0.287
S -1.38 1.74 -0.89 0.188
C 2.92 4.64 -1.04 -0.017
C 3.87 4.49 -2.21 0.020
C 4.71 3.38 -2.29 -0.003
C 5.58 3.23 -3.36 0.001
C 5.61 4.19 -4.37 -0.002
C 4.79 5.30 -4.29 0.001
C 3.92 5.45 -3.22 -0.002
H 1.20 6.45 -2.09 0.002
H 0.80 6.16 -0.39 0.010
H -0.80 5.26 -2.83 0.007
H -1.27 6.43 -1.56 0.001
H -2.94 3.59 -0.13 -0.003
H -3.26 4.63 -1.50 0.012
H -4.78 6.18 -0.55 -0.001
H -5.31 7.95 1.08 0.000
H -3.77 8.43 2.95 0.000
H -1.65 7.15 3.15 0.000
H -1.12 5.39 1.55 0.008
H 3.15 3.91 -0.27 0.004
H 3.03 5.64 -0.60 0.004
H 4.68 2.64 -1.51 -0.001
H 6.23 2.37 -3.41 0.000
H 6.29 4.07 -5.20 0.000
H 4.82 6.06 -5.06 0.000
H 3.29 6.33 -3.15 0.000
C 3.14 -0.15 2.24 0.008
Si 1.82 -0.68 3.52 -0.009
C 1.84 0.61 4.90 0.002
C 2.41 -2.37 4.19 0.002
C 0.18 -1.01 2.65 0.038
Si -1.46 -1.07 3.61 0.004
C -1.76 -2.87 4.12 -0.001
C -1.42 0.06 5.14 0.002
C -3.09 -0.58 2.73 0.011
H 4.15 -0.38 2.60 0.000
H 3.10 0.93 2.07 0.001
H 3.01 -0.65 1.28 0.000
H 2.86 0.93 5.11 0.000
H 1.41 0.22 5.82 0.000
H 1.27 1.49 4.60 0.000
H 3.38 -2.29 4.68 0.000
H 2.49 -3.09 3.38 0.000
H 1.69 -2.76 4.91 0.000
H 0.29 -2.00 2.17 0.008
H -0.96 -3.25 4.76 0.000
H -1.83 -3.53 3.25 0.000
H -2.70 -2.96 4.68 0.000
H -0.79 -0.35 5.93 0.000
H -2.43 0.18 5.53 0.000
H -1.04 1.05 4.87 -0.001
H -2.97 -0.32 1.68 -0.004
H -3.51 0.31 3.21 0.002
H -3.84 -1.37 2.79 0.001
F -2.61 3.30 2.21 0.004
Te -0.69 3.29 1.54 0.009
F 0.94 2.14 2.19 -0.008
F 0.91 4.60 1.58 0.003
F -1.25 1.28 2.12 0.006
F -0.56 3.69 3.39 0.000
O 1.36 1.01 -0.03 0.024
C -0.33 -3.90 -0.36 0.020
C -1.46 -3.12 -0.20 -0.008
C -1.34 -1.75 -0.09 0.046
N -0.15 -1.12 -0.10 0.004
C 0.94 -1.87 -0.39 0.026
C 0.89 -3.24 -0.51 -0.005
H -0.40 -4.98 -0.42 0.001
H -2.45 -3.57 -0.15 0.000
H -2.21 -1.12 -0.03 -0.005
H 1.86 -1.34 -0.53 0.000
H 1.79 -3.80 -0.71 0.000
```

Results
Multiplicity: 3
Kohn-Sham gap (alpha / beta) in eV: 6.84 / 5.65
HOMO level (alpha / beta) in eV: -7.1 / -7.7
LUMO energy (alpha / beta) in eV: -0.3 / -2.1
Energy above the lowest of the compared OMol25 structures with the same formula, charge and spin in kJ/mol: 423.02
Charge: 0

No. 4
Entry from the OMol25 dataset: a 2-piece molecular cluster, C2H9N2O overall in a non-equilibrium geometry (ωB97M-V/def2-TZVPD).

The geometry in XYZ format:
```
14
Properties=species:S:1:pos:R:3:nbo_charge:R:1
C 0.20 0.11 0.61 -0.259
C 1.21 0.84 1.15 0.078
N 1.27 0.96 2.49 -0.747
N 0.12 -0.37 -0.78 -0.683
H -0.68 -0.10 1.18 0.216
H 1.99 1.32 0.58 0.223
H 1.89 1.60 2.94 0.406
H 0.61 0.67 3.13 0.400
H -0.88 -0.59 -0.93 0.484
H 0.66 -1.20 -1.02 0.430
H 0.32 0.33 -1.47 0.430
H -2.98 -0.97 -2.45 0.508
H -1.66 -1.44 -3.13 0.497
O -2.06 -1.16 -2.31 -0.983
```

Results
Multiplicity: 1
Kohn-Sham gap in eV: 9.50
HOMO level in eV: -12.7
LUMO energy in eV: -3.2
Energy above the lowest of the compared OMol25 structures with the same formula, charge and spin in kJ/mol: 163.76
Charge: +1

No. 5
Entry from the OMol25 dataset: C30H26AuN3P2S2Se2 as an isolated structure (ωB97M-V/def2-TZVPD).

The geometry in XYZ format:
```
66
Properties=species:S:1:pos:R:3:nbo_charge:R:1
Au -0.27 3.64 -0.12 0.927
Se 2.69 -1.68 -3.46 -0.496
P 2.21 -1.62 -1.42 1.265
C 3.54 -2.20 -0.33 -0.407
C 4.52 -3.04 -0.85 -0.112
C 5.50 -3.56 -0.02 -0.230
C 5.51 -3.24 1.33 -0.192
C 4.54 -2.40 1.85 -0.200
C 3.56 -1.88 1.03 -0.179
C 0.78 -2.67 -0.97 -0.423
C 0.33 -3.62 -1.87 -0.119
C -0.70 -4.48 -1.50 -0.225
C -1.29 -4.37 -0.25 -0.200
C -0.84 -3.40 0.65 -0.208
C 0.21 -2.57 0.29 -0.202
C 1.81 0.02 -0.79 -0.269
C 0.65 0.79 -0.80 -0.322
N 1.04 2.02 -0.37 -0.391
N 2.34 2.02 -0.13 -0.042
N 2.82 0.83 -0.39 -0.243
P -1.09 0.66 -1.12 1.322
Se -1.77 2.60 -1.86 -0.339
C -1.43 -0.58 -2.36 -0.343
C -0.73 -0.48 -3.56 -0.186
C -1.02 -1.36 -4.59 -0.186
C -2.02 -2.32 -4.43 -0.184
C -2.71 -2.41 -3.23 -0.212
C -2.42 -1.56 -2.19 -0.198
C -1.90 0.27 0.44 -0.437
C -1.16 0.20 1.62 -0.177
C -1.81 -0.02 2.83 -0.197
C -3.19 -0.15 2.86 -0.180
C -3.93 -0.04 1.69 -0.227
C -3.29 0.19 0.49 -0.118
H 4.51 -3.27 -1.91 0.232
H 6.26 -4.21 -0.43 0.217
H 6.28 -3.65 1.98 0.215
H 4.55 -2.13 2.90 0.215
H 2.83 -1.19 1.44 0.217
H 0.78 -3.68 -2.85 0.240
H -1.06 -5.23 -2.20 0.218
H -2.10 -5.03 0.03 0.217
H -1.30 -3.31 1.62 0.220
H 0.58 -1.84 1.00 0.219
H 0.04 0.26 -3.69 0.246
H -0.46 -1.31 -5.51 0.230
H -2.25 -2.99 -5.24 0.220
H -3.47 -3.17 -3.11 0.221
H -2.93 -1.66 -1.24 0.228
H -0.09 0.32 1.60 0.232
H -1.23 -0.07 3.74 0.224
H -3.69 -0.31 3.81 0.222
H -5.01 -0.11 1.73 0.223
H -3.88 0.33 -0.42 0.221
C 0.33 6.39 3.55 -0.642
C -0.19 5.72 2.30 -0.196
S 0.55 4.17 1.95 -0.111
C -1.14 6.24 1.51 -0.197
C -1.92 7.49 1.80 -0.644
S -1.51 5.53 -0.07 -0.094
H 1.09 5.77 4.03 0.227
H -0.47 6.55 4.27 0.220
H 0.78 7.36 3.31 0.223
H -1.91 7.71 2.87 0.221
H -2.95 7.37 1.48 0.227
H -1.51 8.35 1.28 0.221
```

Results
Multiplicity: 1
Kohn-Sham gap in eV: 6.34
HOMO level in eV: -7.4
LUMO energy in eV: -1.0
Energy above the lowest of the compared OMol25 structures with the same formula, charge and spin in kJ/mol: 0.00
Charge: 0

No. 6
Entry from the OMol25 dataset: a 2-piece molecular cluster, C2H2O3S overall in a non-equilibrium geometry (ωB97M-V/def2-TZVPD).

The geometry in XYZ format:
```
8
Properties=species:S:1:pos:R:3:nbo_charge:R:1
C 0.89 0.00 1.31 0.712
C 0.17 0.04 0.26 -0.805
O 3.73 -1.16 -0.30 -0.828
O 3.74 1.28 -0.36 -0.817
O 1.36 -0.20 2.35 -0.445
S 3.70 0.03 -1.08 1.646
H 0.37 -0.87 -0.42 0.266
H -0.70 0.62 0.04 0.271
```

Results
Multiplicity: 1
Kohn-Sham gap in eV: 8.30
HOMO level in eV: -9.5
LUMO energy in eV: -1.2
Energy above the lowest of the compared OMol25 structures with the same formula, charge and spin in kJ/mol: 212.17
Charge: 0